Entry 1:
Density functional theory data (the ωB97M-V functional and the def2-TZVPD basis) for C12H21F6N2O9P2S3 as an isolated structure.

Structure (XYZ):
```
55
Properties=species:S:1:pos:R:3:forces:R:3:mulliken_charge:R:1
C 1.815 1.705 0.580 0.028 -0.047 -0.889 -1.261
C 0.446 1.196 0.049 -0.109 0.620 -0.388 -0.107
P 0.041 -0.555 0.496 -0.669 0.457 1.739 -0.236
C -1.783 -0.721 0.195 -0.695 0.247 -0.581 -0.413
C -2.462 -1.827 1.067 0.521 0.007 -0.641 -1.198
C 1.056 -1.827 -0.490 1.059 -0.286 0.745 0.972
P 0.299 -2.638 -1.992 0.643 1.126 -2.503 1.041
N 0.362 -1.695 -3.219 0.013 0.161 0.870 -0.916
O -1.265 -3.066 -1.770 1.310 -0.509 1.022 -0.472
O 1.137 -4.008 -2.394 -1.525 0.258 1.093 -0.484
O 2.212 -1.060 -0.938 -0.179 1.185 -0.272 -0.327
C 3.324 -1.327 -0.168 -3.551 -4.026 -1.199 0.392
O 4.161 -0.619 0.148 2.968 2.509 0.470 -0.440
O 3.192 -2.672 0.163 -0.099 1.195 0.341 -0.423
C 1.799 -2.723 0.560 0.398 -2.556 0.236 -1.124
C 1.487 -4.234 0.646 -0.016 -0.677 0.292 -0.581
C 2.105 -4.853 1.958 -0.136 -0.204 -1.174 -0.692
C 2.839 -6.202 1.692 -0.076 -0.103 1.090 -0.645
S 4.337 -6.288 2.785 0.329 -0.174 -0.120 -0.266
H 2.065 1.282 1.566 -0.029 0.069 -0.435 0.340
H 1.828 2.807 0.653 -0.305 -0.468 0.033 0.341
H 2.575 1.456 -0.179 -0.013 -0.061 0.674 0.256
H 0.306 1.412 -1.027 0.243 -0.068 0.453 0.294
H -0.325 1.815 0.555 0.014 -0.687 -0.194 0.327
H -2.228 0.246 0.500 0.501 -0.270 -0.187 0.348
H -2.037 -0.816 -0.878 0.144 -0.084 0.485 0.457
H -3.318 -2.301 0.557 0.276 0.322 0.100 0.268
H -1.712 -2.623 1.251 -0.479 0.225 0.373 0.295
H -2.828 -1.384 2.005 0.366 -0.441 -0.205 0.380
H 0.771 -0.792 -2.990 -0.175 -0.054 -0.320 0.323
H -1.424 -3.438 -0.884 -0.137 -0.033 -0.303 0.338
H 0.523 -4.554 -2.917 0.382 0.028 0.056 0.336
H 1.814 -2.376 1.609 -0.721 0.619 -0.622 0.527
H 0.402 -4.445 0.569 0.376 0.198 0.146 0.231
H 1.966 -4.785 -0.183 -0.336 0.685 0.032 0.460
H 1.320 -5.045 2.705 0.453 0.449 0.016 0.347
H 2.871 -4.138 2.294 -0.471 -0.296 0.283 0.512
H 3.183 -6.319 0.653 0.026 0.157 0.447 0.317
H 2.242 -7.088 1.959 0.024 0.434 -0.342 0.370
H 3.987 -7.058 3.851 -0.394 0.239 -0.653 0.119
C -3.696 8.325 -0.306 -0.663 0.437 -0.921 0.656
F -3.977 9.333 0.533 0.247 -0.333 0.093 -0.224
F -4.868 7.782 -0.684 0.246 -0.021 0.233 -0.240
F -3.150 8.866 -1.410 0.075 -0.131 0.307 -0.241
S -2.587 7.085 0.467 -0.093 0.586 0.667 1.029
O -3.327 6.591 1.595 -0.151 -0.221 -0.289 -0.649
O -1.391 7.816 0.783 0.064 -0.086 -0.373 -0.645
N -2.500 6.115 -0.787 0.433 -0.235 0.743 -0.298
S -1.594 4.831 -0.594 0.409 -0.579 0.033 0.956
O -2.097 3.829 0.312 -0.252 0.099 -0.120 -0.650
O -0.176 5.058 -0.527 -0.083 0.205 -0.156 -0.654
C -1.872 4.124 -2.263 -0.520 0.049 -1.133 0.648
F -1.464 4.960 -3.233 0.086 -0.111 0.332 -0.247
F -3.175 3.877 -2.491 0.243 -0.022 0.261 -0.251
F -1.212 2.967 -2.431 -0.001 0.222 0.355 -0.196
```
Positions in Å, forces in eV/Å.

Output
Gap between HOMO and LUMO, eV: 8.18
Charge: -1

Entry 2:
Density functional theory data (the ωB97M-V functional and the def2-TZVPD basis) for a 2-piece molecular cluster, C12H21N3O3 overall.

Structure (XYZ):
```
39
Properties=species:S:1:pos:R:3:forces:R:3:mulliken_charge:R:1
C 1.491 -0.781 0.003 -0.272 -0.041 -0.612 -1.259
C 1.511 0.132 -1.152 0.020 0.013 -0.015 0.882
C 2.826 0.708 -1.562 -0.070 -0.975 -0.839 -1.205
N 0.413 0.384 -1.821 0.649 1.265 0.672 -0.508
C -0.489 1.316 -1.461 -0.592 -1.185 -0.336 -0.032
C -0.229 2.685 -1.282 -0.221 -0.034 0.281 -0.502
C -1.256 3.554 -0.946 0.279 -0.236 0.172 -0.278
N -1.058 4.955 -0.737 0.090 -0.094 -0.229 -0.624
C -2.536 3.059 -0.777 0.013 0.449 -0.037 0.207
N -2.796 1.751 -0.932 0.461 0.351 0.115 0.032
C -4.151 1.284 -0.707 -0.309 0.142 -0.025 -0.471
O -4.867 0.966 -1.902 0.069 -0.330 -0.104 -0.208
O -4.117 1.271 -3.069 0.038 0.313 0.022 -0.306
C -1.816 0.902 -1.250 -0.151 -0.189 -0.286 0.068
H 2.381 -1.418 0.032 0.048 -0.232 0.517 0.449
H 1.414 -0.225 0.938 0.198 0.018 0.176 0.269
H 0.637 -1.438 -0.107 -0.119 -0.114 0.364 0.363
H 2.913 1.732 -1.205 -0.036 0.113 0.120 0.268
H 3.641 0.088 -1.210 0.213 0.171 0.274 0.414
H 2.857 0.706 -2.650 0.060 0.306 -0.128 0.350
H 0.778 3.046 -1.414 0.129 0.138 -0.037 0.479
H -0.264 5.106 -0.126 -0.031 -0.010 0.122 0.313
H -0.798 5.377 -1.622 -0.154 0.180 -0.018 0.300
H -3.335 3.723 -0.503 -0.215 -0.019 0.021 0.402
H -4.693 2.077 -0.206 -0.014 0.180 0.058 0.252
H -4.151 0.414 -0.058 0.183 -0.255 -0.102 0.391
H -3.866 0.395 -3.393 -0.089 -0.152 0.001 0.345
H -2.057 -0.143 -1.352 -0.138 -0.109 0.088 0.568
C 1.306 -4.844 2.536 0.164 -0.319 0.427 -1.308
C 2.434 -3.820 2.295 -0.910 0.512 -0.150 0.440
C 2.300 -2.712 3.364 0.227 -0.197 0.453 -1.296
O 2.330 -3.290 1.049 0.403 0.084 -0.238 -0.857
H 0.327 -4.369 2.422 0.036 0.098 -0.092 0.293
H 1.378 -5.664 1.820 0.007 0.066 -0.088 0.305
H 1.355 -5.278 3.547 -0.019 0.005 -0.053 0.354
H 3.385 -4.356 2.533 0.089 0.058 -0.235 0.173
H 1.338 -2.200 3.266 -0.024 -0.031 -0.126 0.224
H 3.101 -1.976 3.252 -0.009 0.007 -0.096 0.284
H 2.362 -3.115 4.387 -0.007 0.054 -0.036 0.433
```
Positions in Å, forces in eV/Å.

Output
Gap between HOMO and LUMO, eV: 3.25
Charge: 0

Entry 3:
Density functional theory data (the ωB97M-V functional and the def2-TZVPD basis) for C12H21N3O4PdS as an isolated structure.

Structure (XYZ):
```
42
Properties=species:S:1:pos:R:3:forces:R:3:mulliken_charge:R:1
Pd -0.715 1.990 1.492 0.194 0.095 0.090 0.373
O -0.723 0.082 3.229 0.074 -0.051 -0.048 -0.683
S -2.188 0.328 3.044 -0.053 0.235 -0.066 1.268
O -2.986 -0.177 4.153 0.018 0.008 0.039 -0.718
O -2.307 1.845 2.937 -0.076 -0.171 -0.052 -0.722
O -2.600 -0.243 1.738 -0.162 -0.127 0.097 -0.681
C -2.056 -3.347 0.353 0.014 -0.024 -0.009 -1.752
C -0.652 -3.069 0.886 -0.016 -0.057 0.139 2.115
C 0.359 -4.012 0.239 0.002 0.028 -0.026 -1.996
C -0.641 -3.255 2.409 0.018 -0.020 0.033 -1.609
N -0.347 -1.694 0.495 -0.002 0.155 -0.212 -0.113
N 0.883 -1.227 1.069 0.130 0.025 0.060 -0.794
H -2.367 -4.365 0.607 -0.004 0.004 -0.008 0.400
H -2.069 -3.229 -0.733 -0.015 -0.008 -0.012 0.373
H -2.764 -2.638 0.788 0.009 0.004 0.014 0.376
H 0.160 -5.050 0.526 0.001 -0.004 -0.007 0.415
H 1.369 -3.742 0.551 -0.007 0.004 0.025 0.432
H 0.305 -3.926 -0.850 -0.008 -0.006 -0.002 0.385
H -0.874 -4.293 2.674 -0.024 0.010 -0.001 0.471
H -1.363 -2.588 2.884 0.007 -0.024 -0.031 0.285
H 0.345 -3.011 2.809 0.002 -0.012 -0.004 0.389
H -1.108 -1.101 0.840 -0.027 -0.069 0.012 -0.042
H 1.226 -0.502 0.448 -0.021 -0.039 -0.023 0.252
H 0.652 -0.749 1.943 -0.025 -0.022 -0.004 0.332
C -1.025 1.114 -1.900 -0.031 -0.013 0.032 -1.070
C 0.190 1.934 -2.207 0.064 0.031 -0.201 0.836
C 0.686 2.048 -3.496 -0.065 -0.051 0.067 -0.623
C 1.825 2.793 -3.791 0.050 0.034 -0.028 -0.681
C 2.481 3.448 -2.752 -0.027 -0.028 0.016 -0.614
C 2.018 3.379 -1.449 0.091 0.009 -0.175 0.768
C 2.711 4.094 -0.328 -0.036 0.004 0.057 -1.478
C 0.849 2.622 -1.149 -0.087 -0.047 0.557 0.131
N 0.383 2.606 0.108 -0.028 0.153 -0.275 -0.385
H -1.433 0.676 -2.815 -0.016 -0.002 0.005 0.338
H -1.799 1.714 -1.413 0.010 0.007 -0.013 0.283
H -0.799 0.305 -1.201 0.009 -0.023 -0.011 -0.053
H 0.167 1.523 -4.294 0.006 0.000 -0.005 0.287
H 2.195 2.857 -4.808 0.004 0.003 0.005 0.338
H 3.375 4.032 -2.956 0.000 0.000 -0.014 0.251
H 3.584 4.641 -0.694 0.005 0.001 0.003 0.375
H 3.026 3.396 0.451 0.024 -0.010 -0.010 0.250
H 2.027 4.791 0.166 -0.001 -0.001 -0.016 0.291
```
Positions in Å, forces in eV/Å.

Output
Gap between HOMO and LUMO (spin up / spin down), eV: 6.11 / 6.27
2S+1: 3
Expectation value of S²: 2.025
Charge: -2

Entry 4:
Density functional theory data (the ωB97M-V functional and the def2-TZVPD basis) for C12H21N3OS2 as an isolated structure.

Structure (XYZ):
```
39
Properties=species:S:1:pos:R:3:forces:R:3:mulliken_charge:R:1
C -1.084 -0.789 -5.930 0.168 0.179 0.039 -1.174
C 0.235 -0.193 -5.455 0.052 -0.239 0.021 -0.585
C 0.808 -0.891 -4.219 -0.184 0.358 -0.004 -0.536
C -0.021 -0.648 -2.960 0.186 -0.347 -0.024 -0.493
C 0.536 -1.357 -1.724 -0.102 0.246 -0.121 -0.400
C 1.849 -0.756 -1.252 -0.019 -0.343 0.438 -0.711
H 1.745 0.302 -1.015 0.054 0.035 -0.112 0.304
H 2.641 -0.892 -1.986 0.053 0.070 0.005 0.431
S 2.485 -1.591 0.246 0.311 -0.102 -0.516 -0.192
C 1.524 -0.846 1.478 -0.023 -0.090 0.847 0.224
N 1.715 -1.170 2.728 0.592 -0.528 -0.206 -0.592
S 0.721 -0.296 3.687 -0.459 0.473 -0.733 -0.002
C 0.046 0.521 2.275 0.610 -0.662 0.804 0.472
N 0.591 0.094 1.180 -0.462 0.494 -0.287 -0.137
N -0.908 1.473 2.426 -0.229 0.199 0.606 -0.094
C -1.629 2.212 1.490 0.093 0.094 -0.314 0.075
O -2.317 3.115 1.897 -0.167 0.151 0.009 -0.599
C -1.533 1.772 0.061 -0.050 -0.019 -0.230 -0.224
C -2.447 0.560 -0.176 -0.079 0.130 0.038 0.165
C -3.919 0.905 0.009 0.149 -0.140 -0.017 -1.388
H -4.536 0.024 -0.151 -0.101 -0.040 -0.002 0.422
H -4.221 1.671 -0.702 -0.085 0.097 -0.046 0.321
H -4.108 1.282 1.011 -0.098 0.050 0.085 0.338
H -2.285 0.203 -1.194 0.092 -0.069 0.026 -0.042
H -2.165 -0.243 0.509 0.056 -0.086 -0.076 0.279
H -1.857 2.600 -0.571 0.020 0.045 0.109 0.495
H -0.504 1.502 -0.172 -0.069 0.093 -0.061 0.047
H -1.097 1.750 3.383 -0.064 0.063 -0.245 0.234
H -0.189 -1.278 -0.911 0.025 -0.086 0.020 0.165
H 0.684 -2.416 -1.944 -0.038 -0.051 0.047 0.407
H -1.036 -1.013 -3.127 -0.092 0.088 0.005 0.361
H -0.078 0.426 -2.767 -0.094 0.107 0.003 0.225
H 1.824 -0.524 -4.059 0.083 -0.074 0.006 0.316
H 0.868 -1.965 -4.410 0.075 -0.089 0.007 0.280
H 0.965 -0.270 -6.264 0.010 0.101 -0.013 0.359
H 0.097 0.869 -5.236 0.071 0.069 -0.035 0.298
H -1.399 -0.315 -6.857 -0.107 -0.007 -0.079 0.369
H -0.976 -1.856 -6.111 -0.040 -0.137 -0.033 0.287
H -1.871 -0.643 -5.194 -0.136 -0.031 0.039 0.297
```
Positions in Å, forces in eV/Å.

Output
Gap between HOMO and LUMO, eV: 8.96
Charge: 0

| no. | E (a.u.) |
| --- | --- |
| 1 | -3733.06156 |
| 2 | -859.51504 |
| 3 | -1461.14148 |
| 4 | -1505.76993 |